C20H35N2O3RuSSi3Te as an isolated structure. Source: OMol25; level of theory: ωB97M-V/def2-TZVPD.

Last column: Löwdin charge in e.
Positions of all 66 atoms, in Å:
1 Ru -0.28216 -0.62020 0.32280  1.13
2 O 1.19007 -1.08842 1.90033  -0.24
3 N 1.82951 -2.19185 1.84597  0.01
4 N 1.61348 -2.85946 0.78631  -0.22
5 O 0.77468 -2.46535 -0.14392  -0.28
6 C 2.28048 -4.11818 0.59919  -0.17
7 C 3.46990 -4.37871 1.26280  -0.02
8 C 4.08374 -5.60418 1.06517  -0.07
9 C 3.51980 -6.54361 0.21196  -0.08
10 C 2.33532 -6.25694 -0.44970  -0.07
11 C 1.70485 -5.03646 -0.26158  -0.01
12 H 3.89983 -3.63306 1.91516  0.11
13 H 5.01331 -5.82107 1.57406  0.11
14 H 4.00857 -7.49651 0.05890  0.10
15 H 1.89603 -6.98542 -1.11780  0.11
16 H 0.78506 -4.78692 -0.76979  0.12
17 C -0.82618 0.81942 3.45252  -0.12
18 O -0.79158 0.96022 2.03953  -0.42
19 Si -0.03631 2.22060 1.17710  0.32
20 C 1.52853 2.64906 2.10493  -0.16
21 C -1.14548 3.72808 1.25897  -0.15
22 C 0.16411 1.36274 -0.44554  -0.56
23 Si -1.23162 1.57286 -1.69349  0.36
24 C -1.49642 -0.02051 -2.68517  -0.19
25 C -0.98405 2.90993 -2.99132  -0.18
26 C -2.85563 2.01078 -0.86735  -0.19
27 Si 1.86599 1.27939 -1.23460  0.37
28 C 1.89661 -0.00535 -2.61135  -0.18
29 C 3.25980 0.77243 -0.08009  -0.17
30 C 2.38522 2.90728 -2.01800  -0.17
31 H -1.05121 1.77739 3.92818  0.09
32 H 0.12941 0.44256 3.81985  0.08
33 H -1.60910 0.10330 3.70251  0.07
34 H 1.27881 3.22555 2.99886  0.04
35 H 2.19370 3.26604 1.49685  0.03
36 H 2.07757 1.75770 2.41121  0.03
37 H -0.85812 4.36235 2.10017  0.03
38 H -2.19001 3.44455 1.38594  0.03
39 H -1.07305 4.33223 0.35179  0.04
40 H -0.84199 -0.04772 -3.55769  0.02
41 H -2.52890 -0.02228 -3.04728  0.03
42 H -1.36136 -0.96590 -2.15000  -0.01
43 H -0.18510 2.67265 -3.69471  0.02
44 H -0.76755 3.88320 -2.54485  0.03
45 H -1.90993 3.00327 -3.56534  0.04
46 H -3.03394 1.50219 0.07902  0.01
47 H -3.66881 1.73762 -1.54268  0.03
48 H -2.92529 3.08618 -0.69760  0.03
49 H 1.51228 -0.98350 -2.31403  0.02
50 H 2.93884 -0.13900 -2.91594  0.04
51 H 1.34391 0.32347 -3.49308  0.02
52 H 3.07256 -0.19045 0.39643  0.01
53 H 3.48975 1.49469 0.69966  0.01
54 H 4.15534 0.66479 -0.69999  0.04
55 H 1.66329 3.26322 -2.75049  0.00
56 H 3.34549 2.78024 -2.52444  0.04
57 H 2.51047 3.69504 -1.26985  0.03
58 Te -2.38073 -2.16414 0.90721  0.85
59 C -4.07405 -0.93937 0.83592  -1.06
60 C -4.57322 -0.13603 1.82155  -0.26
61 C -5.78021 0.51544 1.44685  -0.20
62 C -6.18430 0.18031 0.19054  -0.43
63 S -5.08342 -0.89862 -0.55031  0.91
64 H -4.09377 -0.01789 2.78317  0.09
65 H -6.32862 1.19023 2.08822  0.10
66 H -7.06420 0.52013 -0.33168  0.06

The value obtained for the energy above the lowest of the compared OMol25 structures with the same formula, charge and spin is 0.00 kcal/mol. The spin multiplicity is 6. The largest force on an atom comes out at 0.451 eV Å⁻¹. As for the expectation value of S²: 8.7671. The calculation puts the gap between HOMO and LUMO (spin up / spin down) at 7.7 / 6.6 eV.